Record 1
Entry from the OMol25 dataset: one molecule with the formula C5H8ClF at a distorted geometry (wB97M-V/def2-TZVPD).

Calculated values
E_HOMO: -10.7 eV
ΔE to the lowest compared entry with this formula, charge and spin: 2.474 eV
Multiplicity: 1
Electronic energy: -20552.4675 eV
SMILES: FC1(Cl)CCCC1

Each line ends with the Mulliken charge.
Atoms and positions in Å:
C1 1.0670 0.3440 0.1768  0.641
C2 0.1908 -0.2167 1.3223  -0.760
C3 -0.7878 -0.9612 0.5155  -0.592
C4 -0.9999 0.0024 -0.7834  -0.302
C5 0.3020 0.8873 -0.9431  -0.717
H1 -0.2672 0.5043 1.8547  0.349
H2 0.8246 -0.6745 2.0524  0.334
H3 -1.6343 -1.0556 1.1487  0.381
H4 -0.5985 -2.0377 0.1220  0.236
H5 -1.0241 -0.4445 -2.0239  0.209
H6 -2.0388 0.5944 -0.7714  0.243
H7 0.7151 0.9895 -2.0378  0.319
H8 0.2289 1.9926 -0.6535  0.230
F1 2.0615 1.3633 0.4349  -0.328
Cl1 1.9607 -1.2876 -0.4140  -0.244

***

Record 2
Entry from the OMol25 dataset: one molecule with the formula C3H4N2O3S at a distorted geometry (wB97M-V/def2-TZVPD).

Calculated values
E_HOMO: -9.8 eV
ΔE to the lowest compared entry with this formula, charge and spin: 3.694 eV
Multiplicity: 1
Electronic energy: -23129.8704 eV

Each line ends with the Mulliken charge.
Atoms and positions in Å:
C1 -0.0046 -1.4404 1.1792  -0.184
C2 1.6191 0.0410 1.6517  0.023
C3 -0.2222 -0.6175 0.2008  0.244
N1 1.0646 -1.0980 2.0537  -0.536
N2 -0.3176 0.8750 -2.1068  -0.420
O1 -2.2383 -0.6113 -1.4004  -0.603
O2 -1.7066 1.4284 -0.0756  -0.548
O3 1.2263 0.6176 0.5325  -0.475
S1 -1.2907 0.3586 -0.9293  1.113
H1 -0.6217 -2.3123 1.2930  0.381
H2 2.3282 0.4918 2.2179  0.476
H3 0.3269 0.4322 -2.7283  0.249
H4 -0.1635 1.8349 -1.8884  0.279

***

Record 3
Entry from the OMol25 dataset: a 2-piece molecular cluster, C3H10N4O overall at a distorted geometry (wB97M-V/def2-TZVPD).

Calculated values
E_HOMO (alpha / beta): -6.8 / -6.6 eV
ΔE to the lowest compared entry with this formula, charge and spin: 6.376 eV
Multiplicity: 1
Electronic energy: -11275.8246 eV
SMILES: C/C=N/N.N/C=N\O

Each line ends with the Mulliken charge.
Atoms and positions in Å:
C1 1.4519 1.0113 -0.6167  -1.207
N1 1.5145 -2.1090 0.6655  -0.529
C2 0.8769 0.0931 0.4328  0.268
N2 0.6882 -1.1749 0.0592  -0.312
H1 1.8759 -1.8244 1.5785  0.240
H2 1.0183 -2.9888 0.7268  0.225
H3 1.2854 0.3145 1.4333  0.417
H4 1.2041 2.0512 -0.4042  0.282
H5 2.5364 0.9095 -0.6368  0.367
H6 1.0326 0.7730 -1.5929  0.293
N3 -2.0629 -0.0102 -1.2479  -0.419
C3 -1.7945 -0.3475 0.0318  0.092
O1 -1.2688 1.8338 0.5029  -0.442
N4 -1.1878 0.4630 0.8835  -0.448
H7 -1.4545 2.2740 1.3406  0.348
H8 -1.6526 0.8539 -1.5686  0.252
H9 -2.1685 -0.7464 -1.9242  0.245
H10 -1.8946 -1.3764 0.3364  0.329

***

Record 4
Entry from the OMol25 dataset: C45H54CsN7S as an isolated structure (wB97M-V/def2-TZVPD).

Calculated values
E_HOMO: -1.0 eV
ΔE to the lowest compared entry with this formula, charge and spin: 0.006 eV
Total charge: -2
Multiplicity: 1
Electronic energy: -69355.8491 eV

Each line ends with the Mulliken charge.
Atoms and positions in Å:
Cs1 -0.8858 2.0797 -0.1887  1.616
C1 0.0877 -0.2082 3.1882  -0.452
C2 -1.3451 -0.4260 2.7125  1.999
C3 -2.2804 0.6662 3.2473  -1.668
N1 -1.8841 1.9500 2.7189  -0.060
C4 -1.5063 2.9077 3.4978  0.433
C5 -1.3610 2.8616 4.9356  -0.504
C6 -1.5078 3.8856 5.8477  -0.637
C7 -1.8645 5.2232 5.6739  -0.516
C8 -2.0070 5.8609 4.4306  -0.094
C9 -1.6663 5.4298 3.1764  -1.196
C10 -1.0415 4.1707 2.8035  0.609
N2 -0.1595 4.0108 1.8835  -0.260
C11 0.3875 5.1649 1.1980  -0.848
C12 1.8591 4.9580 0.7997  -0.567
C13 2.1932 4.1891 -0.4924  -1.509
N3 2.0401 2.7509 -0.3895  0.422
C14 3.0415 2.0198 -0.0642  -0.341
C15 4.3735 2.5062 0.2780  -1.166
C16 5.5857 1.9428 -0.0142  -0.335
C17 5.8947 0.7228 -0.6413  -0.730
C18 4.9768 -0.2973 -0.8796  -0.269
C19 3.6462 -0.4150 -0.5321  0.209
C20 2.7676 0.5397 0.1052  0.828
N4 1.6946 0.2596 0.7661  0.008
C21 1.3799 -1.0972 1.1349  0.148
C22 1.1211 -1.1906 2.6440  -1.619
H1 0.0964 -0.2556 4.2844  0.387
H2 0.3936 0.8037 2.9151  0.073
H3 -1.7195 -1.4049 3.0417  -0.157
H4 -1.3858 -0.4279 1.6172  -0.945
H5 -2.2926 0.6094 4.3441  0.428
H6 -3.3045 0.4529 2.9113  0.322
H7 -1.1393 1.8861 5.3515  0.227
H8 -1.3737 3.5787 6.8849  0.276
H9 -2.0532 5.8123 6.5645  0.273
H10 -2.4048 6.8743 4.4719  0.276
H11 -1.8259 6.1184 2.3544  0.450
H12 0.3519 6.0598 1.8363  0.538
H13 -0.2141 5.3900 0.3039  0.115
H14 2.3756 4.4884 1.6430  0.299
H15 2.2955 5.9572 0.6781  0.348
H16 3.2183 4.4629 -0.7804  0.529
H17 1.5255 4.5431 -1.2860  0.432
H18 4.3949 3.4770 0.7592  0.342
H19 6.4465 2.5530 0.2574  0.301
H20 6.9307 0.5398 -0.9033  0.303
H21 5.3910 -1.1795 -1.3712  0.216
H22 3.1815 -1.3646 -0.7672  -0.292
H23 2.1629 -1.8285 0.8841  0.427
H24 0.4752 -1.4097 0.5982  -0.300
H25 2.0731 -1.0055 3.1523  0.437
H26 0.8323 -2.2234 2.8848  0.285
C23 1.9833 -4.1424 -4.6875  -1.831
C24 2.6908 -3.1948 -3.7109  2.250
C25 3.2200 -3.9960 -2.5124  -1.537
C26 3.8836 -2.5569 -4.4226  -2.115
C27 1.7023 -2.1472 -3.2065  0.413
C28 1.9093 -0.7844 -3.3484  -0.399
C29 0.9840 0.1056 -2.8165  -1.093
N5 -0.1002 -0.2776 -2.1631  0.298
C30 -0.3058 -1.5832 -2.0042  -0.816
C31 0.5545 -2.5425 -2.5208  -0.871
C32 -1.4917 -1.9500 -1.1716  0.735
C33 -1.4741 -3.0934 -0.3822  -0.065
C34 -2.5430 -3.3853 0.4598  -0.091
C35 -3.5985 -2.4844 0.4566  -0.255
C36 -3.5387 -1.3733 -0.3761  -0.998
N6 -2.5205 -1.0986 -1.1771  -0.219
C37 -2.5019 -4.6363 1.3334  2.163
C38 -2.4314 -5.8753 0.4309  -1.768
C39 -3.7382 -4.7515 2.2239  -2.215
C40 -1.2587 -4.5910 2.2318  -1.498
H27 2.6820 -4.9044 -5.0436  0.477
H28 1.6020 -3.5936 -5.5510  0.396
H29 1.1413 -4.6502 -4.2148  0.291
H30 3.9318 -4.7533 -2.8527  0.489
H31 2.4118 -4.5028 -1.9823  0.295
H32 3.7265 -3.3396 -1.8026  0.289
H33 4.5643 -3.3407 -4.7639  0.437
H34 4.4371 -1.8945 -3.7549  0.323
H35 3.5684 -1.9805 -5.2948  0.402
H36 2.7908 -0.3874 -3.8291  0.441
H37 1.1426 1.1768 -2.8911  0.312
H38 0.3311 -3.5929 -2.3798  0.804
H39 -0.5948 -3.7243 -0.3907  0.446
H40 -4.4631 -2.6156 1.0916  0.492
H41 -4.3572 -0.6603 -0.3913  0.432
H42 -3.3070 -5.9317 -0.2196  0.393
H43 -2.3940 -6.7817 1.0406  0.466
H44 -1.5431 -5.8556 -0.2018  0.290
H45 -4.6555 -4.8101 1.6341  0.417
H46 -3.8200 -3.9017 2.9040  0.399
H47 -3.6676 -5.6587 2.8281  0.433
H48 -0.3392 -4.5299 1.6486  0.299
H49 -1.2111 -5.4926 2.8487  0.533
H50 -1.2854 -3.7221 2.8893  0.210
S1 -2.2754 4.9356 -2.1471  -0.516
C41 -2.9532 3.6931 -3.1309  -0.032
C42 -4.0048 3.9860 -4.0435  -0.655
C43 -4.5343 3.0027 -4.8407  -0.157
C44 -4.0408 1.6977 -4.7440  -0.867
C45 -3.0315 1.4815 -3.8227  0.018
N7 -2.4991 2.4205 -3.0449  -0.009
H51 -4.3673 5.0042 -4.0889  0.338
H52 -5.3333 3.2393 -5.5374  0.325
H53 -4.4281 0.8880 -5.3493  0.378
H54 -2.6206 0.4844 -3.6780  0.231

***

Record 5
Entry from the OMol25 dataset: a 2-piece molecular cluster, C3H10N2O overall at a distorted geometry (wB97M-V/def2-TZVPD).

Calculated values
E_HOMO: -7.7 eV
ΔE to the lowest compared entry with this formula, charge and spin: 1.968 eV
Multiplicity: 1
Electronic energy: -8299.5357 eV
SMILES: CC/N=C\N.O

Each line ends with the Mulliken charge.
Atoms and positions in Å:
C1 0.1594 2.2742 -0.1149  -1.098
C2 0.8214 0.9033 -0.3914  -0.202
N1 0.3214 -2.1837 0.1967  -0.317
C3 0.9117 -1.1665 0.8832  -0.113
N2 0.6669 0.0815 0.8163  -0.537
H1 0.9040 3.0078 0.1746  0.327
H2 -0.4317 2.5724 -0.9785  0.280
H3 -0.5302 2.1196 0.7138  0.295
H4 0.3722 0.3860 -1.2511  0.260
H5 1.8946 1.0458 -0.5367  0.349
H6 -0.0689 -1.9839 -0.7081  0.207
H7 0.6588 -3.0936 0.4591  0.232
H8 1.4795 -1.5287 1.7502  0.332
H9 -2.9580 -1.2412 -0.6958  0.294
H10 -2.1187 -0.1615 0.0444  0.296
O1 -2.0824 -1.0315 -0.3618  -0.605

***

Record 6
Entry from the OMol25 dataset: one molecule with the formula C4H5N3O at a distorted geometry (wB97M-V/def2-TZVPD).

Calculated values
E_HOMO: -9.5 eV
ΔE to the lowest compared entry with this formula, charge and spin: 5.351 eV
Multiplicity: 1
Electronic energy: -10742.2637 eV
SMILES: OCc1cncnn1

Each line ends with the Mulliken charge.
Atoms and positions in Å:
C1 -1.5561 -0.5062 0.0829  -0.335
C2 -0.0852 -0.0472 -0.0493  0.346
C3 0.4797 1.0833 0.2150  -0.014
C4 2.5120 0.1561 -0.1401  0.109
H1 -3.3735 -0.1017 -0.0551  0.343
H2 -1.7258 -1.6141 -0.5841  0.269
H3 -1.8794 -0.8905 1.1265  0.259
H4 -0.2010 1.9562 0.4750  0.310
H5 3.6375 0.3410 -0.6403  0.250
N1 1.7990 1.2173 -0.0917  -0.433
N2 2.1460 -1.0014 -0.0286  -0.491
N3 0.8317 -1.0539 0.0023  -0.115
O1 -2.5847 0.4611 -0.3124  -0.497